[1]
Entry from OMol25: C16H12BCl2F4IO7Tc as an isolated structure in a non-equilibrium geometry (ωB97M-V/def2-TZVPD).

Each line ends with the natural charge from an NBO analysis.
Cartesian coordinates (Å):
Tc 0.204 0.319 -0.453  1.246
O 0.821 4.290 0.494  -0.619
C 0.644 3.132 -0.088  0.825
O 0.663 2.083 0.546  -0.548
C 0.401 3.206 -1.572  -0.176
O 0.419 1.914 -2.132  -0.538
C 1.553 1.562 -2.949  -0.189
C 2.501 0.605 -2.224  0.751
O 3.627 0.474 -2.625  -0.573
O 1.974 -0.054 -1.216  -0.691
H 0.932 4.154 1.451  0.521
H 1.144 3.863 -2.027  0.232
H -0.589 3.645 -1.723  0.260
H 2.089 2.451 -3.273  0.214
H 1.153 1.054 -3.826  0.237
I 3.241 0.552 1.715  0.158
C 1.877 -0.490 2.921  -0.108
C 2.320 -0.651 4.208  -0.247
C 1.600 -1.421 5.135  -0.208
C 0.462 -2.047 4.732  -0.190
C -0.017 -1.904 3.409  0.026
C -1.189 -2.619 3.050  -0.199
C -1.695 -2.537 1.794  -0.197
C -1.057 -1.683 0.873  -0.244
C 0.061 -0.935 1.154  -0.176
C 0.660 -1.076 2.458  -0.139
H 3.253 -0.197 4.510  0.226
H 1.970 -1.528 6.146  0.220
H -0.099 -2.674 5.414  0.211
H -1.662 -3.236 3.804  0.213
H -2.581 -3.086 1.503  0.219
H -1.530 -1.604 -0.106  0.192
Cl -2.777 -1.071 -2.975  0.690
C -2.683 -0.099 -1.802  -0.158
Cl -1.434 2.179 -4.658  -0.268
C -2.733 1.090 -0.913  0.690
O -3.694 1.817 -0.988  -0.535
O -1.674 1.217 -0.204  -0.707
H -1.854 1.110 -4.092  0.267
F -0.422 -3.462 -3.657  -0.469
B -0.877 -2.595 -2.773  1.428
F -1.908 -3.083 -2.086  -0.506
F -3.036 -0.921 -4.840  -0.643
F -0.059 -1.746 -2.118  -0.496

Its energy above the lowest of the compared OMol25 structures with the same formula, charge and spin is 824.35 kJ/mol. For the HOMO-LUMO gap (alpha / beta), the calculation gives 6.3 / 6.6 eV. The spin multiplicity is 4. The net charge is 0. The calculated total energy comes out at -78007.2094 eV. The value obtained for the LUMO energy (alpha / beta) is -1.8 / -1.7 eV.

[2]
Entry from OMol25: a 3-piece molecular cluster, H4N2O2P overall in a non-equilibrium geometry (ωB97M-V/def2-TZVPD).

Each line ends with the natural charge from an NBO analysis.
Cartesian coordinates (Å):
N 0.286 0.190 -1.355  -1.295
N 0.342 -0.454 1.170  -1.173
O -1.022 -2.103 -0.178  -1.046
O -2.816 0.266 0.989  -1.245
P -0.376 -0.792 -0.326  2.243
H 0.040 0.030 -2.434  0.379
H -3.354 1.230 0.262  0.327
H -0.566 -0.663 1.713  0.418
H 0.298 0.588 1.236  0.391

Its energy above the lowest of the compared OMol25 structures with the same formula, charge and spin is 547.98 kJ/mol. For the HOMO-LUMO gap, the calculation gives 7.6 eV. The net charge is -1. The calculated total energy comes out at -16427.8361 eV. The value obtained for the LUMO energy is 4.1 eV.

[3]
Entry from OMol25: C49H49NO3PRuSSb as an isolated structure in a non-equilibrium geometry (ωB97M-V/def2-TZVPD).

Each line ends with the Mulliken charge.
Cartesian coordinates (Å):
Ru -0.385 -0.968 -0.739  1.643
O -0.966 -1.045 -5.000  -0.776
S -1.090 -1.044 -3.571  1.449
O -0.719 0.236 -2.923  -0.496
O -0.439 -2.164 -2.891  -0.796
C -2.849 -1.184 -3.206  0.212
C -3.624 -2.013 -3.986  -0.620
C -4.987 -2.113 -3.744  -0.833
C -5.556 -1.356 -2.729  -0.737
C -4.777 -0.520 -1.949  -0.624
C -3.403 -0.432 -2.175  -0.173
P -2.295 0.539 -1.103  1.312
C -3.362 0.910 0.344  0.255
C -3.700 -0.186 1.138  -0.110
C -4.312 -0.015 2.363  -0.608
C -4.580 1.265 2.824  -0.664
C -4.270 2.359 2.035  -0.788
C -3.667 2.187 0.800  -0.629
C -2.159 2.160 -1.916  0.850
C -1.385 3.132 -1.290  -0.673
C -1.093 4.318 -1.937  -0.771
C -1.551 4.528 -3.228  -0.774
C -2.324 3.563 -3.854  -0.753
C -2.640 2.387 -3.199  -0.837
H -3.138 -2.559 -4.780  0.554
H -5.602 -2.765 -4.348  0.423
H -6.619 -1.419 -2.543  0.424
H -5.229 0.070 -1.162  0.517
H -3.474 -1.178 0.769  0.332
H -4.567 -0.873 2.967  0.455
H -5.030 1.406 3.795  0.386
H -4.492 3.355 2.389  0.440
H -3.438 3.048 0.191  0.482
H -0.999 2.942 -0.293  0.667
H -0.484 5.067 -1.447  0.493
H -1.292 5.437 -3.750  0.415
H -2.659 3.715 -4.870  0.429
H -3.227 1.626 -3.694  0.389
C 1.609 0.679 4.883  -1.207
C 1.440 2.009 4.215  1.220
C 1.632 3.170 4.956  -0.705
C 1.530 4.426 4.387  -0.776
C 1.226 4.542 3.044  -0.927
C 1.015 3.397 2.302  -0.977
C 1.123 2.133 2.866  0.472
Sb 0.823 0.561 1.327  1.292
C 1.409 -1.256 2.357  2.179
C 2.662 -1.824 2.193  -1.021
C 2.963 -3.037 2.787  -0.896
C 2.007 -3.690 3.544  -0.960
C 0.744 -3.143 3.684  -0.619
C 0.428 -1.934 3.083  0.063
C -0.967 -1.395 3.120  -0.887
C 2.741 1.221 0.581  0.673
C 3.809 1.350 1.458  -0.402
C 5.014 1.873 1.024  -0.984
C 5.135 2.328 -0.277  -0.810
C 4.068 2.223 -1.148  -0.414
C 2.869 1.651 -0.736  -0.037
C 1.832 1.257 -1.756  -0.908
H 2.006 0.802 5.887  0.459
H 2.289 0.052 4.312  0.215
H 0.658 0.155 4.954  0.157
H 1.878 3.086 6.005  0.398
H 1.698 5.308 4.986  0.387
H 1.158 5.515 2.578  0.483
H 0.780 3.488 1.246  0.305
H 3.410 -1.321 1.594  0.383
H 3.939 -3.475 2.649  0.441
H 2.235 -4.639 4.000  0.385
H -0.016 -3.672 4.243  0.451
H -1.600 -1.957 3.799  0.809
H -1.383 -1.458 2.105  -0.699
H -0.990 -0.345 3.416  0.268
H 3.696 1.045 2.490  0.415
H 5.853 1.928 1.701  0.452
H 6.070 2.747 -0.617  0.417
H 4.165 2.574 -2.165  0.439
H 1.948 1.816 -2.683  0.990
H 0.800 1.421 -1.418  -0.490
H 1.788 -0.765 -1.227  -0.544
C -2.566 -4.087 0.953  -1.806
C -1.882 -3.523 -0.297  2.877
C -1.987 -4.533 -1.442  -2.092
C -0.435 -3.096 -0.050  -1.256
H -3.593 -4.367 0.727  0.427
H -2.593 -3.357 1.755  0.213
H -2.037 -4.970 1.303  0.472
H -2.471 -2.634 -0.622  -1.248
H -1.443 -5.440 -1.190  0.490
H -1.559 -4.098 -2.340  0.370
H -3.028 -4.782 -1.635  0.388
H 0.249 -3.598 -0.741  0.704
H -0.112 -3.279 0.980  0.188
N 2.030 -0.162 -2.033  0.383
C 3.282 -0.497 -2.548  0.279
C 3.755 0.116 -3.708  -0.365
C 5.012 -0.181 -4.193  -0.721
C 5.827 -1.083 -3.530  -0.576
C 5.356 -1.712 -2.389  -0.664
C 4.094 -1.427 -1.904  -0.153
H 3.118 0.811 -4.234  0.525
H 5.355 0.299 -5.098  0.413
H 6.813 -1.301 -3.908  0.400
H 5.975 -2.431 -1.871  0.418
H 3.725 -1.931 -1.018  0.375

Its energy above the lowest of the compared OMol25 structures with the same formula, charge and spin is 164.79 kJ/mol. For the HOMO-LUMO gap (alpha / beta), the calculation gives 7.3 / 7.0 eV. The spin multiplicity is 5. The net charge is 0. The calculated total energy comes out at -88481.5901 eV. The value obtained for the LUMO energy (alpha / beta) is 0.3 / -0.9 eV.

[4]
Entry from OMol25: C42H32F6N7O4PdSe as an isolated structure (ωB97M-V/def2-TZVPD).

Each line ends with the Mulliken charge.
Cartesian coordinates (Å):
Pd -0.325 -0.427 0.058  0.617
C -14.170 0.290 0.515  -0.835
O -13.240 1.359 0.553  -0.462
C -11.923 1.055 0.495  0.944
C -11.418 -0.237 0.399  -0.688
C -10.044 -0.426 0.346  -0.718
C -9.164 0.646 0.388  0.360
C -9.688 1.940 0.485  -0.515
C -11.046 2.143 0.538  -0.612
C -7.712 0.477 0.334  0.302
N -6.840 1.458 0.335  -0.824
C -5.615 0.850 0.273  0.902
C -5.745 -0.519 0.234  0.141
N -7.099 -0.748 0.275  -0.118
C -4.634 -1.411 0.158  0.234
C -4.707 -2.811 0.154  -0.386
C -3.551 -3.546 0.079  -1.098
C -2.327 -2.876 -0.010  -0.185
N -2.244 -1.561 -0.007  0.115
C -3.360 -0.818 0.100  0.313
C -3.203 0.630 0.181  -0.233
N -1.950 1.122 0.194  0.250
C -1.767 2.423 0.273  -0.477
C -2.829 3.331 0.351  -1.052
C -4.115 2.851 0.348  -0.485
C -4.323 1.469 0.263  0.158
H -15.153 0.747 0.575  0.243
H -14.030 -0.383 1.364  0.340
H -14.087 -0.272 -0.418  0.340
H -12.074 -1.093 0.363  0.401
H -9.681 -1.444 0.268  0.217
H -9.007 2.778 0.518  0.492
H -11.463 3.138 0.613  0.426
H -7.566 -1.636 0.257  0.175
H -5.666 -3.310 0.214  0.423
H -3.569 -4.626 0.083  0.436
H -1.392 -3.414 -0.112  0.330
H -0.737 2.761 0.285  0.567
H -2.623 4.389 0.420  0.447
H -4.971 3.509 0.413  0.599
C 5.804 -1.680 3.798  -1.029
C 5.385 -0.219 3.783  -1.069
N 4.364 0.060 2.773  0.220
C 3.062 -0.015 3.127  -0.360
C 1.996 0.167 2.300  -0.098
C 0.620 -0.077 2.921  0.244
O 0.505 0.140 4.119  -0.695
O -0.283 -0.566 2.161  -0.579
C 2.255 0.595 0.965  1.627
O 1.404 0.931 0.115  -0.738
C 3.663 0.592 0.555  0.376
C 3.957 0.816 -0.793  -0.797
C 5.249 0.755 -1.225  0.169
F 5.516 1.008 -2.526  -0.453
C 6.303 0.437 -0.357  -1.623
C 6.013 0.219 0.979  -0.341
C 4.695 0.305 1.453  0.380
N 7.645 0.283 -0.800  0.335
C 7.937 0.023 -2.202  -0.688
C 9.409 -0.414 -2.300  -0.705
N 9.820 -0.930 -0.952  -0.149
C 9.905 0.203 0.040  -0.758
C 8.679 1.099 -0.189  -0.679
H 6.604 -1.838 4.520  0.372
H 6.150 -2.008 2.817  0.317
H 4.964 -2.315 4.079  0.352
H 6.230 0.448 3.608  0.443
H 4.964 0.070 4.744  0.487
H 2.867 -0.244 4.168  0.522
H 3.149 1.032 -1.478  0.779
H 6.815 -0.079 1.638  0.695
H 7.797 0.892 -2.851  0.409
H 7.281 -0.770 -2.558  0.489
H 10.080 0.413 -2.524  0.341
H 9.559 -1.201 -3.035  0.388
H 10.697 -1.447 -0.995  0.327
H 9.084 -1.562 -0.627  0.378
H 10.849 0.717 -0.133  0.376
H 9.916 -0.250 1.030  0.418
H 8.941 1.953 -0.828  0.319
H 8.337 1.502 0.760  0.492
F 3.080 0.806 -5.775  -0.330
C 2.669 0.141 -4.695  0.780
C 3.461 -0.849 -4.140  0.310
F 4.650 -1.131 -4.686  -0.414
C 3.030 -1.530 -3.014  0.164
F 3.855 -2.457 -2.507  -0.447
C 1.812 -1.264 -2.396  0.041
Se 1.305 -2.210 -0.820  -0.280
C 1.047 -0.262 -2.985  0.253
F -0.157 0.075 -2.474  -0.323
C 1.448 0.435 -4.111  -0.003
F 0.673 1.386 -4.632  -0.329

For the HOMO-LUMO gap (alpha / beta), the calculation gives 5.8 / 5.9 eV. The spin multiplicity is 3. The net charge is +1. The calculated total energy comes out at -147820.1970 eV. The value obtained for the LUMO energy (alpha / beta) is -3.0 / -3.0 eV.

[5]
Entry from OMol25: a 5-piece molecular cluster, C23H32BClN4O4 overall in a non-equilibrium geometry (ωB97M-V/def2-TZVPD).

Each line ends with the natural charge from an NBO analysis.
Cartesian coordinates (Å):
C -1.161 -2.688 1.785  -0.651
C -1.052 -1.037 1.568  -0.176
C -0.489 -0.704 0.066  -0.637
C -2.489 -0.342 1.945  -0.664
B -3.677 -0.716 0.868  0.596
O -4.005 0.215 -0.231  -0.746
C -4.901 -0.634 -1.080  -0.126
C -5.661 -1.588 0.060  0.202
Cl -5.466 -3.448 -0.120  -0.162
C -7.320 -1.453 0.122  0.712
O -7.879 -0.228 0.177  -0.757
O -8.139 -2.703 0.115  -0.850
O -4.993 -1.188 1.342  -0.708
H -0.116 -3.218 1.809  0.163
H -1.725 -3.089 0.834  0.247
H -1.830 -2.868 2.728  0.217
H -0.264 -0.682 2.389  0.154
H -1.201 -1.019 -0.814  0.247
H -0.147 0.417 -0.031  0.198
H 0.503 -1.352 -0.081  0.164
H -2.804 -0.792 3.005  0.193
H -2.402 0.832 2.139  0.184
H -3.283 -1.673 0.268  -0.179
H -5.723 -0.008 -1.638  0.205
H -4.207 -1.355 -1.705  0.176
N 2.655 2.992 -0.572  -0.508
C 1.504 3.556 -0.085  -0.082
C 0.815 4.100 -1.145  -0.290
C 1.573 3.851 -2.314  -0.306
C 2.703 3.163 -1.932  -0.086
H 3.358 2.523 -0.016  0.408
H 1.276 3.523 0.972  0.220
H -0.133 4.620 -1.084  0.229
H 1.322 4.142 -3.326  0.218
H 3.535 2.782 -2.509  0.201
N 3.867 -3.287 1.219  -0.498
C 4.370 -3.644 -0.005  -0.100
C 4.734 -2.494 -0.668  -0.319
C 4.446 -1.404 0.189  -0.308
C 3.915 -1.923 1.348  -0.053
H 3.517 -3.929 1.918  0.420
H 4.424 -4.684 -0.299  0.212
H 5.161 -2.444 -1.661  0.223
H 4.609 -0.355 -0.018  0.216
H 3.566 -1.440 2.251  0.220
N 2.782 -3.925 -2.917  -0.517
C 1.796 -3.145 -3.464  -0.065
C 1.289 -3.807 -4.559  -0.300
C 1.990 -5.031 -4.674  -0.316
C 2.904 -5.079 -3.645  -0.095
H 3.333 -3.686 -2.103  0.424
H 1.542 -2.188 -3.028  0.226
H 0.499 -3.447 -5.206  0.221
H 1.843 -5.796 -5.426  0.211
H 3.629 -5.834 -3.371  0.195
N 0.803 6.797 3.246  -0.515
C -0.307 7.044 4.011  -0.093
C -1.363 6.345 3.468  -0.301
C -0.870 5.647 2.340  -0.288
C 0.470 5.942 2.227  -0.092
H 1.723 7.183 3.408  0.404
H -0.252 7.695 4.872  0.199
H -2.377 6.338 3.845  0.225
H -1.433 4.999 1.680  0.240
H 1.213 5.618 1.511  0.217

For the HOMO-LUMO gap, the calculation gives 4.3 eV. The net charge is -2. The calculated total energy comes out at -51715.1412 eV. The value obtained for the LUMO energy is 3.4 eV.